Version P
20
Properties=species:S:1:pos:R:3 method="wB97M-V/def2-TZVPD" homo_energy_ha=-0.3116 smiles="NCNCC=O.O.O" e_lumo_ev=0.2444 gap_ev=8.72
N 2.35 0.90 -0.28
C 1.61 -0.24 0.14
N 0.25 -0.26 -0.47
C -0.48 -1.52 -0.47
C -0.54 -1.84 -1.98
O 0.43 -2.20 -2.57
H 2.56 1.00 -1.26
H 2.10 1.78 0.15
H 1.49 -0.18 1.22
H 2.06 -1.15 -0.22
H -0.23 0.60 -0.28
H 0.08 -2.36 -0.06
H -1.49 -1.45 -0.07
H -1.54 -1.86 -2.46
O -1.05 0.34 2.69
H -1.48 1.05 3.17
H -0.86 -0.42 3.26
O -2.02 2.86 -0.26
H -1.51 2.33 -0.88
H -1.75 2.63 0.64

=====

Version Q
20
Properties=species:S:1:pos:R:3 method="wB97M-V/def2-TZVPD" homo_energy_ha=-0.3187 smiles="CNCC(N)=O.O.O" e_lumo_ev=0.4384 gap_ev=9.11
C -1.94 2.15 -0.83
N -1.86 0.71 -0.71
C -0.59 0.26 -0.22
C -0.60 -1.24 -0.04
N 0.43 -1.93 -0.61
O -1.41 -1.78 0.69
H -1.21 2.49 -1.56
H -1.90 2.63 0.16
H -2.93 2.44 -1.19
H -2.63 0.26 -0.24
H -0.32 0.77 0.73
H 0.26 0.63 -0.80
H 1.06 -1.44 -1.22
H 0.41 -2.94 -0.52
O 2.62 -0.63 1.15
H 2.30 -0.98 0.30
H 2.28 -1.25 1.80
O 2.18 1.90 0.27
H 2.01 2.30 1.13
H 2.51 1.02 0.56

=====

Version R
20
Properties=species:S:1:pos:R:3 method="wB97M-V/def2-TZVPD" homo_energy_ha=-0.3455 smiles="NCCC(N)=O.O.O" e_lumo_ev=0.5423 gap_ev=9.94
N 0.85 -1.86 0.60
C 0.36 -0.74 -0.16
C 0.63 -0.93 -1.68
C 0.40 0.36 -2.50
N -0.77 0.96 -2.21
O 1.13 0.79 -3.37
H 1.48 -2.51 0.13
H 0.16 -2.48 1.01
H -0.72 -0.60 -0.11
H 0.90 0.18 0.09
H 0.17 -1.81 -2.16
H 1.66 -1.29 -1.76
H -0.86 1.87 -2.66
H -1.50 0.54 -1.67
O 0.77 -0.32 4.58
H 0.85 -0.99 3.89
H 0.62 -0.85 5.38
O -2.71 1.73 2.48
H -2.95 1.97 3.40
H -1.77 1.64 2.62

=====

Which of them is the least stable? Correct choice: version P.

=====

Version P
20
Properties=species:S:1:pos:R:3 method="wB97M-V/def2-TZVPD" homo_energy_ha=-0.3458 smiles="NCCC(N)=O.O.O" e_lumo_ev=0.4637 gap_ev=9.87
N 1.54 -1.52 -1.26
C 0.47 -0.80 -1.88
C 0.13 0.59 -1.21
C -0.79 0.32 -0.06
N -2.10 0.12 -0.40
O -0.43 0.40 1.11
H 2.39 -0.99 -1.25
H 1.32 -1.76 -0.29
H 0.69 -0.57 -2.92
H -0.45 -1.38 -1.91
H -0.37 1.21 -1.96
H 1.10 0.98 -0.93
H -2.83 0.15 0.27
H -2.28 0.12 -1.38
O 0.73 -1.69 2.28
H -0.21 -1.90 2.39
H 0.67 -0.74 2.45
O 0.37 2.73 2.53
H 0.64 2.16 1.80
H -0.57 2.58 2.60

=====

Version Q
20
Properties=species:S:1:pos:R:3 method="wB97M-V/def2-TZVPD" homo_energy_ha=-0.3597 smiles="CCNC(N)=O.O.O" e_lumo_ev=0.6159 gap_ev=10.40
C 0.83 0.61 -1.97
C 0.63 -0.66 -1.13
N 1.59 -0.84 -0.05
C 1.52 -0.40 1.22
N 0.38 0.35 1.55
O 2.37 -0.65 2.05
H 1.28 0.38 -2.94
H 1.48 1.29 -1.44
H -0.13 1.10 -2.08
H -0.38 -0.72 -0.72
H 0.73 -1.56 -1.75
H 2.41 -1.39 -0.24
H 0.59 0.78 2.44
H 0.13 1.05 0.86
O -2.33 -0.95 1.37
H -2.90 -0.83 2.13
H -1.43 -0.73 1.68
O -2.05 1.36 -0.51
H -1.73 0.58 -0.05
H -3.00 1.22 -0.43

=====

Version R
20
Properties=species:S:1:pos:R:3 method="wB97M-V/def2-TZVPD" homo_energy_ha=-0.3351 smiles="NCCC(N)=O.O.O" e_lumo_ev=0.0505 gap_ev=9.17
N 2.17 0.31 0.00
C 1.68 -0.75 0.84
C 0.20 -0.62 1.34
C -0.64 -1.82 1.04
N -1.38 -1.72 -0.11
O -0.72 -2.78 1.78
H 1.47 0.56 -0.70
H 2.43 1.16 0.49
H 1.75 -1.68 0.28
H 2.28 -0.94 1.72
H -0.18 0.25 0.80
H 0.15 -0.34 2.39
H -2.00 -2.44 -0.44
H -1.59 -0.77 -0.39
O -0.37 2.66 -0.87
H 0.52 2.92 -0.62
H -0.81 3.47 -1.15
O -1.84 0.54 -2.02
H -1.96 1.44 -1.72
H -1.13 0.55 -2.66

=====

Which of them is the least stable? Correct choice: version R.

=====

Version P
20
Properties=species:S:1:pos:R:3 method="wB97M-V/def2-TZVPD" homo_energy_ha=-0.3344 smiles="NCNCC=O.O.O" e_lumo_ev=0.6535 gap_ev=9.75
N 0.48 0.10 -2.49
C -0.43 1.10 -1.56
N -0.15 0.90 -0.19
C 1.20 0.82 0.39
C 1.17 1.46 1.78
O 1.05 0.73 2.73
H 0.94 0.67 -3.09
H -0.02 -0.63 -2.90
H -1.56 1.06 -1.80
H -0.31 2.09 -1.86
H -0.66 -0.11 0.12
H 1.63 -0.24 0.40
H 1.93 1.19 -0.34
H 1.28 2.52 1.91
O -1.10 -1.53 2.24
H -1.93 -1.83 2.50
H -0.57 -1.98 2.84
O -1.20 -2.32 -0.47
H -1.19 -2.35 0.52
H -0.57 -1.64 -0.75

=====

Version Q
20
Properties=species:S:1:pos:R:3 method="wB97M-V/def2-TZVPD" homo_energy_ha=-0.3403 smiles="CC(=O)NCN.O.O" e_lumo_ev=0.4947 gap_ev=9.76
C -1.92 -0.76 2.33
C -0.90 -0.47 1.37
O 0.35 -0.44 1.51
N -1.41 -0.17 0.14
C -0.73 0.13 -1.28
N 0.65 -0.41 -1.19
H -2.20 -1.82 2.33
H -1.66 -0.55 3.40
H -2.92 -0.33 2.31
H -2.39 -0.10 0.08
H -1.17 -0.51 -2.09
H -0.76 1.16 -1.72
H 0.89 -1.35 -1.13
H 1.09 0.04 -0.26
O 1.58 1.23 -3.10
H 2.23 1.05 -2.37
H 0.80 0.87 -2.78
O 2.87 1.11 0.56
H 2.05 0.76 0.93
H 3.53 0.57 0.95

=====

Version R
20
Properties=species:S:1:pos:R:3 method="wB97M-V/def2-TZVPD" homo_energy_ha=-0.3392 e_lumo_ev=0.6695 gap_ev=9.90
C -1.51 0.63 0.40
C -0.26 0.13 -2.11
N -0.86 1.04 1.52
O -0.45 1.10 -1.11
O -1.69 -0.70 0.34
O -2.44 1.42 -0.13
H -2.35 -0.88 -0.34
H -1.77 1.73 -0.91
H -0.60 2.01 1.51
H -0.14 0.41 1.85
H 0.24 -0.76 -1.71
H 0.37 0.53 -2.91
H -1.22 -0.19 -2.56
C 2.20 -0.64 0.56
N 1.38 -1.57 1.33
H 1.30 -1.31 2.31
H 0.45 -1.69 0.94
H 3.15 -0.48 1.08
H 1.75 0.33 0.34
H 2.44 -1.10 -0.41

=====

Which of them is the least stable? Correct choice: version P.

=====

Version P
18
Properties=species:S:1:pos:R:3 method="wB97M-V/def2-TZVPD" homo_energy_ha=-0.4217 smiles=O.O.O.O.O.O e_lumo_ev=0.3028 gap_ev=11.78
O 0.94 -1.56 0.44
H 0.46 -0.76 0.66
H 0.94 -1.58 -0.52
O 0.88 4.79 4.31
H 1.35 4.53 5.10
H 0.32 4.04 4.10
O 0.09 -0.88 -4.67
H -0.23 -1.60 -5.21
H 0.68 -0.39 -5.24
O -1.20 2.87 -0.46
H -1.00 3.80 -0.54
H -0.72 2.46 -1.18
O 2.77 -5.54 -3.68
H 2.38 -5.26 -4.51
H 3.50 -4.94 -3.55
O -3.63 0.36 5.12
H -4.49 -0.04 5.00
H -3.01 -0.31 4.83

=====

Version Q
18
Properties=species:S:1:pos:R:3 method="wB97M-V/def2-TZVPD" homo_energy_ha=-0.3767 smiles=O.O.O.O.O.O e_lumo_ev=0.4499 gap_ev=10.70
O 0.16 0.73 -0.30
H -0.40 0.04 -0.60
H -0.47 1.52 -0.29
O -2.10 4.26 0.45
H -2.89 4.70 0.69
H -2.09 3.38 0.87
O -0.97 -2.92 1.82
H -1.56 -3.32 2.43
H -0.19 -2.78 2.47
O 2.85 1.16 0.34
H 2.39 0.56 -0.25
H 3.36 1.65 -0.41
O -3.89 -1.70 -1.70
H -3.74 -2.36 -1.04
H -4.84 -1.63 -1.86
O 4.85 -0.67 -0.88
H 5.49 -1.38 -0.68
H 4.05 -1.25 -1.07

=====

Which of them is the least stable? Correct choice: version Q.

=====

Version P
18
Properties=species:S:1:pos:R:3 method="wB97M-V/def2-TZVPD" homo_energy_ha=-0.3696 e_lumo_ev=0.4914 gap_ev=10.55
O 1.28 1.23 -0.91
H 2.10 1.69 -1.02
H 1.73 0.17 -0.82
O 0.05 -1.11 0.87
H 0.07 -0.13 1.21
H -0.68 -1.11 0.19
O 2.06 -0.95 -0.42
H 1.05 -1.21 0.50
H 2.53 -1.72 -0.73
O -2.02 -1.65 -0.53
H -2.01 -0.48 -0.33
H -2.01 -2.39 0.08
O -1.70 0.65 -0.49
H -2.45 1.25 -0.52
H -0.98 1.08 0.17
O 0.07 1.46 0.94
H 0.94 1.37 0.02
H -0.04 1.86 1.81

=====

Version Q
18
Properties=species:S:1:pos:R:3 method="wB97M-V/def2-TZVPD" homo_energy_ha=-0.3932 smiles=O.O.O.O.O.O e_lumo_ev=0.2869 gap_ev=10.99
O 0.40 -2.27 -3.50
H 0.00 -2.83 -2.84
H 1.08 -2.61 -3.95
O 0.40 0.16 1.88
H -0.15 -0.64 2.06
H 0.64 0.05 0.96
O 0.44 -0.14 -0.65
H -0.14 0.01 -1.34
H 1.14 -0.47 -1.11
O 0.02 2.91 2.67
H -0.89 2.85 2.97
H 0.16 2.21 2.16
O 0.41 6.10 2.63
H 1.07 5.80 2.13
H 0.15 5.20 3.08
O -1.55 -6.30 -2.79
H -1.81 -6.10 -3.69
H -2.20 -7.01 -2.39

=====

Version R
18
Properties=species:S:1:pos:R:3 method="wB97M-V/def2-TZVPD" homo_energy_ha=-0.3939 smiles=O.O.O.O.O.O e_lumo_ev=0.3908 gap_ev=11.11
O 5.60 -2.65 7.03
H 5.72 -1.70 6.99
H 5.27 -2.93 6.16
O 6.27 -0.10 8.34
H 6.09 0.71 7.86
H 5.58 -0.07 9.03
O 4.57 -0.15 10.40
H 3.78 -0.64 10.14
H 5.12 -0.84 10.80
O 5.30 -3.08 11.75
H 5.07 -3.86 12.27
H 6.23 -2.95 12.00
O 5.97 -5.18 8.81
H 5.33 -5.75 8.40
H 5.53 -4.32 8.94
O 2.26 -1.21 9.01
H 1.95 -1.60 8.20
H 1.65 -0.45 9.23

=====

Version S
18
Properties=species:S:1:pos:R:3 method="wB97M-V/def2-TZVPD" homo_energy_ha=-0.3873 e_lumo_ev=-0.5873 gap_ev=9.95
H 1.25 1.31 -0.17
H 2.85 0.86 -0.43
H -1.42 -1.43 -1.03
H -0.60 -2.07 0.05
H -0.71 2.15 -0.91
H -0.84 1.61 0.63
H -0.55 -0.15 1.99
H -1.88 -0.51 1.32
H -0.33 0.88 -3.01
H 0.57 0.28 -1.66
H 1.21 -0.74 0.73
H 1.53 -1.87 1.83
O 1.87 0.56 -0.39
O -1.57 -1.89 -0.17
O -0.28 2.16 0.01
O -1.44 0.28 1.76
O -0.43 0.06 -1.84
O 0.76 -1.48 1.29

=====

Which of them is the least stable? Correct choice: version S.